144
Properties=species:S:1:pos:R:3:forces:R:3:mulliken_charge:R:1 method="wB97M-V/def2-TZVPD" fmax_ha_per_bohr=0.0234 homo_lumo_gap_ev="7.608 / 4.649" spin_multiplicity=6 e_lumo_ev="0.18 / -2.66" homo_ev="-7.427 / -7.309"
Pt -0.1360 0.3972 1.1103 1.19 -0.19 0.00 3.0255
C 0.3676 -1.9839 -6.0518 0.02 0.06 0.00 -2.0862
C 0.4056 -3.1528 -5.0689 0.02 -0.09 0.09 1.8941
C -0.8879 -3.9662 -5.2394 -0.04 0.01 0.01 -1.5429
C 1.6137 -4.0378 -5.4129 0.02 0.01 0.00 -1.6757
C 0.5094 -2.6774 -3.6180 -0.02 -0.06 -0.05 -0.2403
C 0.6162 -1.3518 -3.2514 0.04 0.13 0.02 -0.5995
C 0.6307 -1.0045 -1.9024 -0.24 0.27 -0.16 0.0209
Se 0.8493 0.8444 -1.5012 -0.24 0.11 -0.12 0.2194
C 2.6593 0.8446 -0.9344 -0.15 0.22 -0.05 -0.1252
C 3.6145 1.2264 -1.8727 -0.18 -0.04 -0.10 -0.2020
C 4.9505 1.1728 -1.5476 0.16 -0.04 0.00 -0.5148
C 5.2503 0.6756 -0.2742 0.11 -0.06 0.08 -0.4023
C 4.3240 0.2982 0.6870 0.12 -0.07 0.23 0.3138
C 2.9432 0.4657 0.3798 -0.13 0.04 0.23 0.3492
O 2.0116 0.3063 1.2972 0.35 0.27 0.02 -1.0672
C 4.8764 -0.2857 2.0115 -0.09 0.05 -0.12 2.3617
C 3.8153 -0.7189 3.0312 0.00 0.05 -0.11 -1.9030
C 5.7682 0.7650 2.6903 0.04 0.02 0.02 -1.8116
C 5.7109 -1.5316 1.6696 0.05 -0.01 -0.01 -1.7759
C 6.0710 1.5775 -2.5082 -0.01 -0.04 0.10 1.9003
C 6.9404 0.3514 -2.8272 0.01 -0.02 -0.03 -1.6267
C 6.9371 2.6656 -1.8551 -0.01 0.04 0.00 -1.5862
C 5.5201 2.1307 -3.8227 -0.02 0.01 -0.02 -2.0860
C 0.4749 -1.9152 -0.8551 -0.10 0.05 0.33 0.5159
O 0.2633 -1.5393 0.3971 -0.37 -0.26 -0.50 -1.1918
C 0.5316 -3.2865 -1.2164 0.04 -0.26 0.19 0.4855
C 0.5137 -3.6005 -2.5685 0.02 -0.18 0.03 -0.5041
C 0.6027 -4.4583 -0.2087 -0.08 0.10 -0.06 2.3014
C 0.7857 -4.0437 1.2575 0.02 0.04 -0.01 -2.0535
C -0.6896 -5.2834 -0.3127 -0.02 -0.01 0.00 -1.7803
C 1.8068 -5.3424 -0.5731 0.00 -0.06 -0.04 -1.8564
H 0.2900 -2.3685 -7.0723 -0.01 0.04 0.06 0.4577
H 1.2793 -1.3815 -5.9923 -0.08 -0.03 -0.02 0.3674
H -0.4949 -1.3348 -5.8681 0.09 -0.04 -0.02 0.3493
H -0.9930 -4.3070 -6.2753 0.02 0.02 0.10 0.4475
H -1.7605 -3.3526 -4.9893 0.08 -0.07 -0.03 0.2886
H -0.8951 -4.8468 -4.5904 -0.01 0.08 -0.06 0.3004
H 1.5485 -4.3861 -6.4493 0.00 0.01 0.09 0.4683
H 1.6662 -4.9151 -4.7621 0.00 0.07 -0.06 0.2783
H 2.5444 -3.4748 -5.2966 -0.06 -0.06 -0.01 0.3554
H 0.6960 -0.5617 -3.9916 -0.03 -0.08 0.07 0.5391
H 3.2840 1.5444 -2.8557 0.01 -0.01 0.09 0.5425
H 6.3000 0.5706 -0.0146 -0.08 0.01 0.00 0.2751
H 3.2208 0.1227 3.3832 0.07 -0.07 -0.05 0.2252
H 4.3255 -1.1643 3.8933 0.00 0.04 -0.06 0.5613
H 3.1258 -1.4571 2.6173 0.02 0.06 0.03 0.0547
H 5.1981 1.6789 2.8820 0.04 -0.06 0.01 0.2062
H 6.6347 1.0279 2.0770 -0.07 0.00 0.05 0.3283
H 6.1359 0.3832 3.6488 -0.02 0.03 -0.08 0.5019
H 5.0924 -2.2673 1.1477 0.05 0.02 0.05 0.2803
H 6.0934 -1.9911 2.5872 -0.02 0.05 -0.07 0.4770
H 6.5648 -1.2939 1.0292 -0.06 -0.03 0.05 0.3325
H 7.3819 -0.0748 -1.9220 -0.03 0.04 -0.08 0.3142
H 7.7549 0.6253 -3.5077 -0.08 -0.03 0.08 0.4534
H 6.3376 -0.4259 -3.3064 0.06 0.04 0.04 0.3349
H 7.3790 2.3213 -0.9164 -0.02 0.02 -0.08 0.2928
H 6.3326 3.5515 -1.6379 0.06 -0.06 0.00 0.3404
H 7.7510 2.9589 -2.5275 -0.07 -0.03 0.07 0.4535
H 4.9448 1.3745 -4.3658 0.03 0.08 0.04 0.3730
H 6.3506 2.4408 -4.4629 -0.06 -0.02 0.03 0.4379
H 4.8819 3.0033 -3.6522 0.04 -0.07 -0.03 0.3673
H 0.5022 -4.6554 -2.8298 -0.02 0.09 0.03 0.2218
H -0.0492 -3.4529 1.6269 0.04 -0.03 0.01 0.2564
H 1.6961 -3.4545 1.3973 -0.09 -0.03 0.00 0.3451
H 0.8650 -4.9502 1.8673 0.03 0.04 -0.07 0.5135
H -1.5571 -4.6691 -0.0496 0.06 -0.06 -0.02 0.2303
H -0.6498 -6.1337 0.3764 -0.02 0.07 -0.05 0.5008
H -0.8388 -5.6738 -1.3242 -0.01 0.03 0.08 0.2738
H 2.7295 -4.7565 -0.5494 -0.04 -0.05 0.01 0.3455
H 1.7127 -5.7855 -1.5674 0.03 0.02 0.07 0.3210
H 1.8969 -6.1605 0.1487 0.00 0.07 -0.06 0.4794
C -1.5995 3.6712 3.7853 -0.09 -0.09 -0.04 -1.5647
C -1.1216 2.2464 3.6059 -0.17 -0.24 -0.12 0.9724
O -1.6394 1.5588 2.7084 -0.12 0.64 0.13 -0.4990
C -0.1120 1.6912 4.4702 0.19 -0.13 -0.08 0.4935
C 0.2915 2.3840 5.6365 -0.03 0.00 -0.08 -0.8836
C 1.1659 1.8380 6.5325 0.06 -0.09 0.04 -1.0151
C 1.6778 0.5477 6.2770 -0.01 0.08 0.06 -0.3737
C 1.3407 -0.1382 5.1447 -0.11 -0.12 0.06 -0.6031
C 0.4409 0.4000 4.1778 -0.06 0.04 -0.08 0.5297
O 0.1919 -0.3163 3.1304 -0.19 -0.15 0.13 -0.7849
H -2.2869 3.9052 2.9726 0.02 -0.02 0.03 -0.0013
H -0.7586 4.3679 3.7705 -0.03 -0.02 0.04 0.4353
H -2.1281 3.7814 4.7359 0.06 0.02 -0.04 0.5310
H -0.1226 3.3660 5.8380 0.01 -0.06 -0.05 0.3874
H 1.4465 2.3790 7.4268 0.01 -0.04 -0.02 0.4089
H 2.3536 0.0926 6.9945 -0.01 0.02 -0.06 0.4226
H 1.7343 -1.1270 4.9407 -0.01 0.07 0.03 0.4319
C -7.6918 -3.3401 -2.5899 0.07 0.10 0.04 -1.6105
C -6.6821 -2.2988 -2.1762 -0.04 0.00 -0.01 0.5746
C -5.3266 -2.5902 -2.1143 -0.08 -0.05 -0.04 -1.1188
C -4.3918 -1.6258 -1.7517 0.01 -0.03 0.00 1.1808
C -2.9389 -1.9837 -1.7034 0.11 -0.07 0.14 -0.9305
C -4.8267 -0.3415 -1.4305 0.09 0.20 0.02 -0.5434
Te -3.3409 1.1852 -0.9285 -0.90 -0.24 0.08 0.5789
N -1.2276 1.8716 0.2480 0.24 0.23 -0.45 0.6394
C -0.9019 3.1877 -0.0859 0.16 0.09 0.41 -0.1145
O -1.6114 3.7899 -0.8829 -0.23 -0.35 -0.14 -0.6839
C 0.2862 3.9170 0.4925 0.06 -0.20 0.26 0.6436
C 1.1619 3.3920 1.4459 -0.19 0.17 -0.17 0.7172
C 2.2142 4.1526 1.9363 0.00 0.02 0.00 -1.3181
C 2.4017 5.4498 1.4829 -0.05 -0.02 0.00 -0.7531
C 1.5330 5.9850 0.5368 0.04 -0.01 0.05 -0.7096
C 0.4840 5.2264 0.0488 0.00 0.00 -0.06 -0.8325
C -4.2929 1.5960 0.9188 0.12 0.10 0.16 0.8083
C -4.7752 2.8861 1.1622 0.11 0.08 -0.11 1.0007
C -4.7498 4.0091 0.1478 -0.11 -0.17 0.11 -2.1483
C -5.3443 3.1524 2.4064 -0.04 0.04 0.04 -0.9284
C -5.4405 2.1862 3.3943 -0.02 0.02 0.02 0.7530
C -6.0362 2.5008 4.7418 0.04 -0.02 -0.10 -1.7716
C -4.9549 0.9126 3.1186 -0.04 0.03 0.02 -0.6402
C -4.3706 0.5903 1.9034 0.05 -0.04 -0.12 0.5478
C -3.8163 -0.8025 1.7339 -0.06 0.24 -0.04 -1.4725
C -6.1890 -0.0081 -1.5054 -0.04 0.16 -0.03 1.2880
C -6.7186 1.3864 -1.2430 0.13 -0.24 -0.01 -1.2589
C -7.0905 -1.0021 -1.8766 0.04 -0.01 0.02 -1.0331
H -7.2358 -4.3271 -2.6689 -0.01 0.04 0.01 0.3461
H -8.1248 -3.0867 -3.5602 0.01 -0.03 0.02 0.3393
H -8.5109 -3.3944 -1.8707 0.02 -0.01 -0.02 0.3703
H -4.9828 -3.5925 -2.3565 -0.02 0.08 0.02 0.3845
H -2.7682 -3.0089 -2.0245 0.04 -0.04 -0.03 0.3919
H -2.5403 -1.8811 -0.6893 0.07 -0.02 -0.02 -0.0519
H -2.3545 -1.3319 -2.3521 0.17 0.03 -0.09 0.2700
H 1.0460 2.3916 1.8248 0.03 -0.14 0.05 0.2631
H 2.8813 3.7230 2.6751 -0.04 0.02 -0.04 0.5231
H 3.2180 6.0469 1.8700 0.00 -0.01 -0.02 0.4409
H 1.6765 6.9988 0.1844 -0.01 -0.02 -0.01 0.4062
H -0.2001 5.6309 -0.6855 0.04 0.00 0.04 0.5069
H -3.9436 3.9084 -0.5732 0.08 0.04 -0.03 0.3232
H -4.6294 4.9692 0.6513 0.02 -0.04 -0.01 0.4855
H -5.6957 4.0460 -0.4028 0.05 -0.01 0.05 0.2829
H -5.7198 4.1533 2.6012 0.03 -0.05 -0.01 0.3562
H -6.3567 3.5407 4.7979 0.00 -0.02 0.01 0.3946
H -5.3067 2.3219 5.5340 -0.02 0.01 0.00 0.3625
H -6.8998 1.8645 4.9427 0.01 0.01 0.01 0.3578
H -5.0086 0.1467 3.8869 0.01 0.04 -0.04 0.4058
H -4.0152 -1.4030 2.6192 -0.02 0.02 0.01 0.4917
H -2.7353 -0.7767 1.6061 0.20 0.03 -0.02 -0.0867
H -4.2479 -1.3060 0.8724 -0.07 -0.06 -0.05 0.1613
H -6.1079 2.1398 -1.7483 -0.05 -0.01 0.02 0.2218
H -6.7153 1.6161 -0.1767 -0.01 0.00 -0.01 0.2238
H -7.7415 1.4797 -1.6071 0.04 -0.01 -0.02 0.4097
H -8.1468 -0.7508 -1.9422 0.09 -0.01 0.00 0.4193